This record from the Open Molecules 2025 dataset describes a structure of composition C22H38Cl2EuN6O10. The level of theory is ωB97M-V with the def2-TZVPD basis set.

CARTESIAN COORDINATES (ANGSTROEM)
Eu 0.239924 -0.310153 0.577319
N 1.450637 2.156557 1.076700
C 1.301184 3.324456 0.213649
C 0.792101 2.934885 -1.177316
N -0.309651 1.983224 -1.135931
C -1.630251 2.552733 -0.867433
C -1.963032 2.677535 0.611487
N -1.856819 1.391532 1.290399
H 2.388872 1.776684 1.067397
H 1.232084 2.349078 2.045908
H 0.609209 4.025278 0.680906
H 2.238418 3.877844 0.087653
H 0.524500 3.854663 -1.720485
H 1.613134 2.462369 -1.719107
H -0.362951 1.469639 -2.004881
H -1.741125 3.540593 -1.339943
H -2.362579 1.887616 -1.326265
H -1.281300 3.372380 1.103823
H -2.959633 3.131755 0.689111
H -1.863661 1.498665 2.296789
H -2.644155 0.796548 1.057969
O -0.496111 -1.174398 4.917524
Cl -0.515637 -0.974528 3.495285
O -1.875626 -0.966707 2.993883
O 0.228964 -2.025918 2.807787
O 0.133062 0.289768 3.138327
C -0.223283 -2.716256 -2.945546
O 0.659388 -1.923574 -2.178994
C 1.886661 -1.652585 -2.826527
C 2.224921 -0.191527 -2.661844
O 2.539171 0.177067 -1.331398
C 3.887332 -0.113519 -1.000655
H -0.561112 -2.184450 -3.840815
H -1.083885 -2.946550 -2.321532
H 0.251245 -3.657198 -3.248700
H 1.813297 -1.866214 -3.899360
H 2.671542 -2.297165 -2.414700
H 1.358294 0.402912 -2.959675
H 3.058465 0.071783 -3.326056
H 4.558736 0.342813 -1.735838
H 4.066333 -1.191998 -0.964007
H 4.081284 0.297030 -0.015207
C -3.373201 -5.107990 -1.698783
C -2.666710 -5.213266 -0.375418
C -1.799607 -6.276496 -0.116408
C -1.191550 -6.390084 1.117936
Cl -0.070058 -7.709122 1.403208
C -1.430566 -5.475168 2.131881
C -2.273670 -4.411247 1.878512
C -2.868559 -4.272062 0.631708
O -3.730338 -3.213287 0.463941
C -3.417532 -2.183628 -0.464347
C -2.006820 -1.615094 -0.390248
O -1.825862 -0.515968 -0.968510
O -1.118777 -2.259013 0.215767
H -3.439886 -6.083623 -2.179452
H -2.848683 -4.440618 -2.388021
H -4.380682 -4.714135 -1.566167
H -1.619014 -7.027414 -0.875559
H -0.938858 -5.578719 3.089645
H -2.444301 -3.637978 2.614785
H -4.125132 -1.383153 -0.257551
H -3.590062 -2.505842 -1.497117
C 3.652811 -1.558586 3.974252
N 3.228342 -2.314756 2.801798
C 3.141261 -3.669053 2.847812
C 2.549059 -4.389771 1.876878
C 1.969473 -3.639787 0.807002
N 2.088459 -2.329942 0.728258
C 2.657927 -1.626198 1.734613
O 2.637753 -0.393227 1.734995
N 1.265875 -4.246878 -0.168593
H 4.396736 -2.140392 4.514619
H 2.796977 -1.351261 4.617543
H 4.085335 -0.617290 3.652573
H 3.570209 -4.133480 3.726186
H 2.473811 -5.464456 1.937273
H 0.924811 -5.178916 0.000525
H 0.644182 -3.617966 -0.664239

Forces on the atoms, in the same order (eV/Å):
Eu 0.717 1.115 -0.524
N 0.099 -0.014 0.074
C -0.013 0.050 0.043
C 0.060 -0.007 -0.040
N 0.001 -0.006 0.047
C 0.008 -0.038 -0.093
C 0.008 0.108 0.095
N -0.106 -0.025 -0.056
H -0.002 -0.015 -0.056
H -0.021 0.046 -0.011
H -0.031 -0.040 -0.008
H -0.002 0.005 -0.020
H 0.012 0.005 0.008
H -0.010 -0.015 0.018
H 0.016 -0.012 0.000
H 0.012 0.009 0.025
H -0.008 -0.015 0.033
H 0.021 -0.029 -0.028
H -0.015 -0.034 -0.001
H 0.035 -0.022 0.010
H 0.006 -0.005 -0.029
O 0.118 0.122 -0.625
Cl -0.278 -0.373 0.614
O 0.464 0.097 0.172
O -0.253 0.269 0.380
O -0.271 -0.172 0.359
C 0.000 -0.090 -0.052
O -0.025 0.057 0.082
C -0.002 -0.104 -0.093
C 0.105 0.130 -0.036
O -0.110 -0.010 -0.024
C 0.014 -0.037 -0.004
H 0.000 0.015 0.005
H 0.024 0.027 0.006
H 0.000 0.009 0.011
H -0.020 0.015 0.010
H -0.011 0.013 0.032
H -0.017 -0.016 0.013
H -0.001 -0.015 0.005
H 0.014 -0.008 0.007
H 0.011 0.007 -0.012
H -0.024 0.012 0.001
C 0.039 -0.012 0.018
C 0.521 -0.682 -0.283
C -2.165 0.430 -4.577
C 2.222 -0.491 4.251
Cl -0.448 0.550 -0.251
C -0.147 0.489 0.118
C 1.887 -0.518 4.387
C -2.161 0.927 -4.225
O 0.736 -0.394 0.445
C -0.357 -0.052 -0.189
C -0.241 -0.078 -0.151
O -0.198 -0.264 -0.042
O -0.389 -0.704 -0.120
H 0.014 -0.002 0.056
H 0.014 -0.018 0.027
H -0.022 -0.026 -0.005
H -0.147 0.031 0.022
H -0.023 0.038 -0.012
H 0.071 -0.060 0.011
H 0.002 0.020 0.006
H 0.028 0.001 0.016
C 0.024 0.001 -0.018
N -0.069 -0.053 -0.118
C 0.089 0.024 0.133
C -0.004 0.089 -0.085
C -0.230 -0.300 -0.041
N 0.171 0.211 -0.033
C 0.048 -0.313 0.159
O 0.246 0.089 0.107
N 0.056 0.130 0.088
H -0.020 -0.001 0.025
H -0.011 0.014 -0.007
H 0.007 -0.001 -0.015
H -0.008 0.016 0.000
H -0.027 0.000 -0.029
H -0.029 -0.044 0.024
H -0.002 -0.056 -0.030

Calculated values
Orbital gap (alpha / beta) = 4.55 / 1.95 eV
Energy above the lowest of the compared OMol25 structures with the same formula, charge and spin = 5.742 eV
Spin multiplicity = 8
Total energy = -3572.445344 Eh
HOMO energy (alpha / beta) = -4.2 / -4.1 eV

Calculated atomic charges, method Löwdin, unit e: 1.68 -0.03 -0.24 -0.22 -0.11 -0.22 -0.25 -0.03 0.05 0.07 0.10 0.11 0.11 0.10 0.09 0.11 0.11 0.09 0.11 0.07 0.07 -0.31 0.66 -0.34 -0.38 -0.44 -0.09 -0.24 -0.19 -0.20 -0.25 -0.09 0.10 0.06 0.10 0.13 0.13 0.12 0.13 0.09 0.09 0.08 -0.03 -0.20 -0.12 -0.69 0.65 -0.10 0.00 -0.24 0.00 -0.07 -0.69 -0.10 -0.12 0.08 0.07 0.09 0.09 0.11 0.12 0.14 0.12 0.01 -0.03 -0.04 0.01 -0.36 0.13 -0.56 -0.07 0.21 0.09 0.10 0.09 0.14 0.11 0.08 0.07